i | # CH3N2O2

The ion CH3N2O2 with charge -1 (ωB97M-V/def2-TZVPD, the OMol25 dataset).

Output
Charge: -1
Gap between HOMO and LUMO in eV: 7.628
Multiplicity: 1
SMILES: NNC(=O)[O-]

Geometry (Å):
1 N 1.36048 0.04903 0.16758
2 N 0.24817 -0.69947 -0.52418
3 C -1.27675 0.17700 -0.16259
4 O -2.04090 -0.72413 0.08960
5 O -1.17632 1.36131 -0.24521
6 H 1.71027 0.84720 -0.42844
7 H 1.08566 0.40587 1.01791
8 H 0.08938 -1.41681 0.08532

***

ii | # CH3N2O2

The ion CH3N2O2 with charge -1 (ωB97M-V/def2-TZVPD, the OMol25 dataset).

Output
Charge: -1
Gap between HOMO and LUMO in eV: 8.236
Multiplicity: 1
SMILES: CN=[N+]([O-])[O-]

Geometry (Å):
1 C -1.00890 0.13149 -0.00042
2 N 0.27200 0.77884 -0.00219
3 N 1.26730 -0.01986 -0.00039
4 O 2.40960 0.48345 0.00211
5 O 1.12256 -1.26614 -0.00039
6 H -1.14488 -0.50441 0.88627
7 H -1.14409 -0.51398 -0.88036
8 H -1.77358 0.91062 -0.00463

***

Of them, i has the highest stability.

***

i | # C7H10O2

A cluster of 2 separate species, C7H10O2 in total (ωB97M-V/def2-TZVPD, the OMol25 dataset).

Output
Charge: 0
Gap between HOMO and LUMO in eV: 9.169
Multiplicity: 1
SMILES: Cc1ccc(O)cc1.O

Geometry (Å):
1 C 0.00000 0.00000 0.00000
2 C 0.55084 1.34135 0.32590
3 C 1.01208 2.21230 -0.70351
4 C 1.48092 3.50164 -0.41937
5 C 1.42387 4.00491 0.87165
6 O 1.81622 5.30112 1.12608
7 C 1.08124 3.08789 1.90465
8 C 0.67948 1.79662 1.62382
9 H -0.11171 -0.02223 -1.09711
10 H -1.00149 -0.06870 0.45707
11 H 0.58988 -0.87845 0.31143
12 H 1.02079 1.79243 -1.71800
13 H 1.75240 4.13892 -1.27130
14 H 2.04472 5.91822 0.38911
15 H 1.10319 3.48979 2.92621
16 H 0.26730 1.13267 2.39511
17 O 4.90975 3.08969 0.70202
18 H 4.25788 3.71712 1.08888
19 H 5.06392 2.42418 1.41025

***

ii | # C7H10O2

A structure of composition C7H10O2 (ωB97M-V/def2-TZVPD, the OMol25 dataset).

Output
Charge: 0
Gap between HOMO and LUMO in eV: 9.114
Multiplicity: 1

Geometry (Å):
1 C 1.10579 -1.48468 2.01796
2 C -0.45261 1.67129 0.32518
3 C 0.76558 -0.69925 1.02112
4 C -0.81847 0.42650 -0.45060
5 C -0.90753 -0.03705 1.94501
6 C -0.65093 -0.64433 0.55411
7 C 0.09093 0.17001 -1.70064
8 O -0.72641 1.26371 1.70198
9 O -1.17982 -1.88909 0.16637
10 H 0.26822 -2.14487 2.31416
11 H 2.10689 -1.87754 2.40245
12 H 0.64687 1.99930 0.21530
13 H -1.10218 2.43743 0.10531
14 H 1.44557 -0.01649 0.59783
15 H -1.92382 0.51301 -0.70972
16 H 1.15880 -0.00872 -1.48987
17 H -0.01112 1.01167 -2.42608
18 H -0.41628 -0.66795 -2.25400
19 H -1.79809 -1.65247 -0.55474

***

Of them, i has the highest stability.

***

i | # C7H10O2

An isolated molecule of C7H10O2 (ωB97M-V/def2-TZVPD, the OMol25 dataset).

Output
Charge: 0
Gap between HOMO and LUMO in eV: 9.977
Multiplicity: 1
SMILES: C=CC(=O)C(C)(C)C=O

Geometry (Å):
1 C 2.78804 0.64873 0.75910
2 C 1.73514 0.69347 -0.06528
3 C 0.31801 0.80106 0.52143
4 O 0.08535 1.52920 1.47050
5 C -0.66202 -0.18169 -0.09927
6 C -1.69333 -0.64113 0.93708
7 C -1.35825 0.49492 -1.28479
8 C 0.13670 -1.38800 -0.59658
9 O 0.48291 -2.32385 0.12696
10 H 3.80114 0.74661 0.38350
11 H 2.65807 0.51814 1.83073
12 H 1.84645 0.79922 -1.13718
13 H -2.34544 -1.41604 0.51926
14 H -1.20228 -1.06398 1.82075
15 H -2.31719 0.19336 1.27617
16 H -1.94678 -0.23241 -1.85513
17 H -2.02867 1.29377 -0.94949
18 H -0.63566 0.94375 -1.97531
19 H 0.33780 -1.41513 -1.68243

***

ii | # C7H10O2

A cluster of 2 separate species, C7H10O2 in total (ωB97M-V/def2-TZVPD, the OMol25 dataset).

Output
Charge: 0
Gap between HOMO and LUMO in eV: 9.219
Multiplicity: 1
SMILES: Cc1ccc(O)cc1.O

Geometry (Å):
1 C 2.29086 -1.11016 1.88990
2 C 1.00484 -0.73470 1.23999
3 C 0.89301 0.54260 0.72308
4 C -0.25362 1.06840 0.09648
5 C -1.30189 0.15394 0.04390
6 O -2.52931 0.64550 -0.43387
7 C -1.29475 -1.13697 0.61801
8 C -0.09316 -1.59400 1.17146
9 H 2.46308 -0.61326 2.85946
10 H 3.05690 -0.76359 1.17598
11 H 2.40477 -2.19863 2.02728
12 H 1.68683 1.27650 0.91504
13 H -0.37683 2.10671 -0.23866
14 H -3.08506 -0.04894 -0.86404
15 H -2.21230 -1.73756 0.56331
16 H -0.20087 -2.52953 1.73608
17 O -1.18310 2.25968 -4.34650
18 H -0.31933 2.48994 -3.93525
19 H -0.95000 1.92399 -5.24162

***

Of them, ii has the highest stability.

***

i | # C2H8OS

A cluster of 2 separate species, C2H8OS in total (ωB97M-V/def2-TZVPD, the OMol25 dataset).

Output
Charge: +1
Gap between HOMO and LUMO (spin up / spin down) in eV: 12.243 / 7.116
Multiplicity: 2
<S²>: 0.75

Geometry (Å):
1 C -0.63243 -1.17166 0.31985
2 C -0.34310 -0.22886 1.47598
3 S -0.48874 1.51143 0.94447
4 H -1.61875 -1.02806 -0.11186
5 H 0.08127 -1.05377 -0.49927
6 H -0.55570 -2.20768 0.64941
7 H 0.68483 -0.30433 1.83704
8 H -1.04595 -0.35737 2.29677
9 H 0.47071 1.44651 -0.03175
10 H 1.44376 1.76011 -1.91653
11 H 0.86273 0.78068 -2.94990
12 O 1.14135 0.85301 -2.01421

***

ii | # C2H8OS

A cluster of 2 separate species, C2H8OS in total (ωB97M-V/def2-TZVPD, the OMol25 dataset).

Output
Charge: +1
Gap between HOMO and LUMO (spin up / spin down) in eV: 9.035 / 3.712
Multiplicity: 2
<S²>: 0.75

Geometry (Å):
1 C -2.62836 0.22378 0.79384
2 S -1.36515 -0.79453 -0.03406
3 H -2.08450 1.11535 1.10285
4 H -3.08604 -0.33273 1.61088
5 H -3.39414 0.48754 0.06731
6 H -2.04762 -1.05367 -1.18999
7 C 2.64254 -0.19002 -0.48918
8 O 2.17298 0.97400 0.17761
9 H 1.97111 -0.68428 -1.19109
10 H 3.01618 -0.93715 0.21695
11 H 3.54056 0.11046 -1.03723
12 H 1.26243 1.08125 -0.02789

***

Of them, i has the highest stability.

***

i | # C3H13NO2S

A cluster of 3 separate species, C3H13NO2S in total (ωB97M-V/def2-TZVPD, the OMol25 dataset).

Output
Charge: 0
Gap between HOMO and LUMO in eV: 9.807
Multiplicity: 1
SMILES: CNCCS.O.O

Geometry (Å):
1 C -0.27650 1.79417 -1.35711
2 N -0.87949 1.08831 -0.23399
3 C -0.30029 -0.23733 -0.05126
4 C -1.03793 -1.05615 0.99082
5 S -0.02074 -2.41705 1.65237
6 H 0.68262 1.35112 -1.59435
7 H -0.84571 1.72642 -2.29192
8 H -0.15426 2.85162 -1.13888
9 H -1.88136 1.07303 -0.35358
10 H 0.72759 -0.10834 0.27979
11 H -0.28246 -0.81669 -0.98009
12 H -1.91174 -1.52682 0.57566
13 H -1.28061 -0.43965 1.85454
14 H 0.58350 -1.74317 2.63547
15 O 1.62240 -2.22319 -1.73171
16 H 1.35405 -2.94774 -1.15209
17 H 1.91659 -2.67708 -2.53440
18 O 0.57690 2.12389 2.19797
19 H 0.00418 1.80693 1.47675
20 H 1.40327 2.37772 1.75600

***

ii | # C3H13NO2S

A cluster of 3 separate species, C3H13NO2S in total (ωB97M-V/def2-TZVPD, the OMol25 dataset).

Output
Charge: 0
Gap between HOMO and LUMO in eV: 9.333
Multiplicity: 1
SMILES: C[C@H](N)CS.O.O

Geometry (Å):
1 C -0.81537 1.66769 0.35007
2 C -0.90594 0.16830 -0.02845
3 N -2.29799 -0.02068 -0.50059
4 C -0.46008 -0.72168 1.11302
5 S -0.73484 -2.52250 0.82451
6 H 0.21754 2.03033 0.62713
7 H -0.98744 2.31074 -0.57866
8 H -1.42269 1.88814 1.22219
9 H -0.22303 0.06089 -0.95054
10 H -2.45473 0.41094 -1.43375
11 H -2.96853 0.39645 0.14017
12 H -1.21760 -0.54270 1.93050
13 H 0.57641 -0.41839 1.35544
14 H -1.30476 -2.47218 -0.42020
15 O 3.04812 1.23549 0.18062
16 H 2.59459 0.60985 0.58652
17 H 3.44917 0.67936 -0.50356
18 O 2.01487 -1.28823 -1.07876
19 H 2.68697 -1.98663 -1.34699
20 H 1.20534 -1.48519 -1.48869

***

Of them, i has the highest stability.

***

i | # C3NO2S

The ion C3NO2S with charge -1 (ωB97M-V/def2-TZVPD, the OMol25 dataset).

Output
Charge: -1
Gap between HOMO and LUMO in eV: 6.966
Multiplicity: 1
SMILES: N#CC(=S)C(=O)[O-]

Geometry (Å):
1 N -2.48182 0.05843 0.47270
2 C -1.33132 0.18986 0.52174
3 C 0.04759 0.14520 0.53784
4 S 0.93851 0.15981 1.97202
5 C 0.79142 -0.12748 -0.88943
6 O 0.04366 -0.24627 -1.81879
7 O 1.99196 -0.17955 -0.79608

***

ii | # C3NO2S

A cluster of 2 separate species, C3NO2S in total (ωB97M-V/def2-TZVPD, the OMol25 dataset).

Output
Charge: -1
Gap between HOMO and LUMO (spin up / spin down) in eV: 6.668 / 6.669
Multiplicity: 1

Geometry (Å):
1 C -1.45519 0.15993 -0.29356
2 C -0.45810 0.38557 0.61505
3 C 1.48650 -0.44646 -0.23323
4 N -2.11671 -0.20529 -1.22484
5 O 1.15792 -1.57814 -0.17266
6 O 2.09505 0.43130 -0.67157
7 S -0.70948 1.25308 1.98082

***

Of them, i has the highest stability.